DFT (ωB97M-V/def2-TZVPD) results for C38H38IrN2O4PS4Sb as an isolated structure in a non-equilibrium geometry.

Properties
LUMO (alpha / beta) ... -0.0004 / -0.0003 Eh
Multiplicity ... 2
HOMO-LUMO gap (alpha / beta) ... 6.39 / 6.65 eV
E_HOMO (alpha / beta) ... -6.4 / -6.7 eV
Molecular weight ... 1059.95 Da
Relative energy (zero: lowest compared OMol25 entry of this formula, charge and spin) ... 40.4 kcal per mole
⟨S²⟩ ... 0.755
Charge ... 0

Each line ends with the Löwdin spin population.
Geometry (Å):
Ir1 1.500 -0.783 0.057  0.746
C1 -5.165 -3.694 -0.863  0.000
C2 -3.760 -3.357 -1.301  0.000
C3 -2.733 -4.290 -1.144  0.000
C4 -1.426 -3.969 -1.464  0.000
C5 -1.141 -2.701 -1.955  0.000
C6 -2.148 -1.767 -2.150  0.000
C7 -3.455 -2.104 -1.822  0.000
S1 0.530 -2.262 -2.298  0.005
O1 1.365 -2.890 -1.276  0.036
O2 0.840 -2.633 -3.653  0.004
N1 0.613 -0.693 -1.966  0.001
C8 1.079 0.188 -2.944  0.001
C9 0.639 0.248 -4.244  0.000
C10 1.157 1.211 -5.131  0.000
C11 2.102 2.113 -4.729  0.000
C12 2.587 2.063 -3.403  0.000
C13 3.581 2.937 -2.903  -0.002
C14 4.018 2.803 -1.620  0.000
C15 3.465 1.792 -0.814  -0.002
N2 2.526 0.981 -1.232  -0.001
C16 2.075 1.093 -2.516  -0.001
H1 -5.256 -3.574 0.220  0.000
H2 -5.410 -4.731 -1.097  0.000
H3 -5.898 -3.043 -1.339  0.000
H4 -2.965 -5.275 -0.752  0.000
H5 -0.619 -4.676 -1.310  0.000
H6 -1.904 -0.777 -2.525  0.000
H7 -4.243 -1.369 -1.955  0.000
H8 -0.107 -0.459 -4.578  0.000
H9 0.792 1.233 -6.151  0.000
H10 2.506 2.853 -5.410  0.000
H11 3.989 3.703 -3.552  0.000
H12 4.777 3.458 -1.213  0.000
H13 3.796 1.658 0.213  0.000
C17 4.264 -4.560 1.246  0.000
C18 2.769 -4.412 1.108  0.000
O3 2.422 -3.047 1.442  0.013
P1 1.191 -2.569 2.320  0.002
S2 -0.344 -1.975 1.207  0.020
S3 1.928 -1.150 3.554  -0.004
O4 0.764 -3.914 3.062  0.001
C19 0.925 -4.199 4.471  0.000
C20 2.357 -4.526 4.838  0.000
H14 4.566 -5.527 0.838  0.000
H15 4.574 -4.506 2.290  0.000
H16 4.773 -3.772 0.691  0.000
H17 2.244 -5.097 1.766  0.000
H18 2.448 -4.587 0.084  0.000
H19 0.282 -5.057 4.648  0.000
H20 0.552 -3.356 5.055  0.000
H21 2.751 -5.307 4.185  0.000
H22 2.390 -4.889 5.867  0.000
H23 2.994 -3.646 4.755  0.000
S4 2.594 -0.084 1.919  -0.009
Sb1 -0.161 1.578 0.542  0.088
C21 0.667 3.550 0.646  0.024
C22 0.106 4.636 -0.027  0.004
C23 0.606 5.919 0.175  0.001
C24 1.664 6.126 1.052  0.000
C25 2.228 5.048 1.723  0.000
C26 1.734 3.766 1.520  0.002
C27 -1.594 1.908 -1.017  0.015
C28 -1.198 2.416 -2.257  0.003
C29 -2.123 2.579 -3.282  0.000
C30 -3.455 2.241 -3.076  0.003
C31 -3.860 1.744 -1.843  0.000
C32 -2.934 1.570 -0.820  0.004
C33 -1.533 1.856 2.174  0.028
C34 -1.759 3.125 2.709  0.005
C35 -2.648 3.292 3.765  0.001
C36 -3.316 2.197 4.298  0.001
C37 -3.090 0.931 3.777  0.000
C38 -2.199 0.758 2.722  0.002
H24 -0.731 4.488 -0.699  0.001
H25 0.161 6.759 -0.345  0.000
H26 2.040 7.128 1.216  0.000
H27 3.050 5.210 2.412  0.000
H28 2.174 2.927 2.051  0.001
H29 -0.164 2.696 -2.430  0.000
H30 -1.803 2.971 -4.241  0.000
H31 -4.180 2.365 -3.872  0.000
H32 -4.903 1.501 -1.674  0.000
H33 -3.258 1.170 0.133  0.000
H34 -1.244 3.988 2.305  0.001
H35 -2.813 4.282 4.175  0.000
H36 -4.005 2.331 5.125  0.000
H37 -3.598 0.070 4.198  0.000
H38 -2.015 -0.235 2.336  0.000



DFT (ωB97M-V/def2-TZVPD) results for C38H38KN2O2S2 as an isolated structure in a non-equilibrium geometry.

Properties
LUMO ... -0.0896 Eh
HOMO-LUMO gap ... 8.24 eV
E_HOMO ... -10.7 eV
Molecular weight ... 657.97 Da
Charge ... +1

Each line ends with the Löwdin charge.
Geometry (Å):
K1 -1.010 3.812 -1.757  0.863
N1 -3.698 2.541 -3.142  -0.010
C1 -5.099 2.489 -2.716  -0.275
C2 -5.234 2.397 -1.222  -0.197
C3 -4.712 3.620 -0.476  -0.224
C4 -3.897 3.371 0.732  -0.249
N2 -2.516 3.016 0.258  -0.060
H1 -3.594 2.854 -4.096  0.068
H2 -3.211 1.632 -3.122  0.052
H3 -5.581 1.640 -3.190  0.110
H4 -5.550 3.396 -3.041  0.108
H5 -4.677 1.545 -0.866  0.101
H6 -6.297 2.164 -1.033  0.125
H7 -5.586 4.240 -0.248  0.121
H8 -4.125 4.259 -1.129  0.098
H9 -4.315 2.551 1.331  0.121
H10 -3.792 4.236 1.349  0.103
H11 -2.623 2.339 -0.496  -0.005
H12 -2.024 2.458 0.959  0.057
C5 7.040 1.835 0.437  -0.037
C6 5.549 1.996 0.619  -0.272
C7 4.732 2.191 -0.470  -0.036
C8 3.355 2.325 -0.388  -0.053
C9 2.847 2.325 0.893  -0.375
C10 3.598 2.124 2.022  -0.095
C11 4.937 1.959 1.890  -0.042
S1 1.080 2.647 1.025  1.064
O1 0.619 2.576 -0.401  -0.665
C12 0.581 1.160 1.865  -0.341
C13 -0.049 1.400 3.086  -0.111
C14 -0.442 0.425 3.914  -0.009
C15 -0.258 -0.922 3.471  -0.145
C16 -0.638 -1.966 4.339  -0.037
C17 -0.592 -3.248 3.927  -0.065
C18 -0.110 -3.577 2.629  -0.052
C19 0.335 -2.579 1.785  -0.027
C20 0.294 -1.203 2.192  -0.099
C21 0.740 -0.105 1.374  -0.144
C22 1.362 -0.357 0.021  -0.136
C23 2.736 -0.774 -0.010  -0.113
C24 3.564 -0.857 1.140  -0.010
C25 4.887 -1.242 1.041  -0.053
C26 5.423 -1.457 -0.238  -0.086
C27 4.649 -1.438 -1.351  -0.038
C28 3.296 -1.138 -1.245  -0.162
C29 2.504 -1.173 -2.441  0.002
C30 1.176 -0.925 -2.359  -0.021
C31 0.580 -0.510 -1.103  -0.297
S2 -1.119 -0.126 -0.954  1.025
O2 -1.421 0.906 -1.978  -0.545
C32 -1.923 -1.688 -1.379  -0.376
C33 -2.380 -1.992 -2.611  -0.075
C34 -3.083 -3.172 -2.747  -0.043
C35 -3.414 -4.003 -1.686  -0.251
C36 -4.215 -5.276 -1.948  -0.036
C37 -2.918 -3.650 -0.425  -0.006
C38 -2.195 -2.462 -0.298  -0.093
H13 7.382 2.489 -0.379  0.084
H14 7.284 0.781 0.118  0.085
H15 7.588 2.015 1.407  0.098
H16 5.234 2.229 -1.447  0.130
H17 2.640 2.398 -1.237  0.127
H18 3.119 1.966 2.971  0.121
H19 5.589 1.746 2.728  0.122
H20 -0.202 2.412 3.455  0.115
H21 -1.000 0.584 4.877  0.144
H22 -0.929 -1.720 5.358  0.122
H23 -0.842 -4.029 4.613  0.105
H24 -0.124 -4.639 2.313  0.121
H25 0.765 -2.813 0.791  0.134
H26 3.100 -0.637 2.105  0.125
H27 5.552 -1.171 1.921  0.126
H28 6.472 -1.727 -0.360  0.113
H29 5.050 -1.718 -2.350  0.135
H30 2.945 -1.569 -3.307  0.104
H31 0.498 -1.165 -3.190  0.120
H32 -2.167 -1.330 -3.490  0.135
H33 -3.337 -3.493 -3.760  0.126
H34 -5.122 -5.039 -2.514  0.085
H35 -4.507 -5.768 -1.009  0.080
H36 -3.592 -5.978 -2.496  0.083
H37 -3.109 -4.246 0.484  0.126
H38 -1.872 -2.164 0.671  0.084



In order of appearance, electronic energy = -4160.042720, -3126.971316 hartree.